Entry 1:
# C3H6N2O3P

The ion C3H6N2O3P with charge -1 in a non-equilibrium geometry (the ωB97M-V functional and the def2-TZVPD basis, the OMol25 dataset).

The frontier orbital gap is 7.7 eV. As for the SMILES: [O-]P(O)O[C@H]1N=CCN1. The value obtained for the HOMO energy is -0.149 Eh. For the calculated total energy, the calculation gives -794.57683 Ha. Its net charge is -1. The spin multiplicity is 1. The maximum force comes out at 4.51 eV/A. The value obtained for the energy above the lowest of the compared OMol25 structures with the same formula, charge and spin is 35.6 kcal per mole.

```
15
Properties=species:S:1:pos:R:3:nbo_charge:R:1
O 1.92211 -1.26092 2.90690 -1.201
P 0.96793 -0.17735 3.28786 1.507
O -0.30365 -1.13330 4.03192 -1.056
O 0.12422 0.26928 1.68751 -0.858
C 0.35900 -0.21702 0.43114 0.356
N -0.75302 -0.87858 -0.25674 -0.389
C -1.19094 -0.15960 -1.17668 0.091
C -0.38970 1.07099 -1.40640 -0.315
N 0.81842 0.76279 -0.59382 -0.650
H -0.07431 -2.03886 3.89056 0.467
H 1.36015 -0.88842 0.50486 0.165
H -1.93754 -0.50298 -1.89444 0.166
H -0.16178 1.20189 -2.43042 0.178
H -0.76942 2.01129 -1.13476 0.183
H 0.99390 1.69014 -0.19995 0.355
```

Entry 2:
# C4H14AlBNOSr

A structure of composition C4H14AlBNOSr in a non-equilibrium geometry (the ωB97M-V functional and the def2-TZVPD basis, the OMol25 dataset).

The frontier orbital gap is 5.7 eV. The value obtained for the HOMO energy is -0.415 Eh. For the calculated total energy, the calculation gives -588.49819 Ha. Its net charge is +1. The spin multiplicity is 1. The maximum force comes out at 2.31 eV/A.

```
23
Properties=species:S:1:pos:R:3:nbo_charge:R:1
C -0.99422 0.98331 -2.10183 -0.692
C -1.51744 0.48736 -0.73473 -0.440
C -0.96066 -0.91842 -0.56394 -0.422
C -0.93550 -1.36349 0.89879 -0.949
Al 1.00705 -1.89404 1.06687 0.898
B 1.82407 0.28970 1.15058 0.414
N 1.33055 1.32458 2.07588 -1.097
O 2.88932 0.78031 0.36261 -0.935
H 0.06793 0.77752 -2.19512 0.142
H -1.24813 2.02220 -2.31599 0.204
H -1.45343 0.32726 -2.84269 0.309
H -2.60409 0.58134 -0.80501 0.270
H -1.20037 1.02108 0.16827 0.128
H -1.47509 -1.64230 -1.20233 0.253
H 0.07827 -0.84917 -0.96468 0.162
H -1.66598 -2.14661 1.10817 0.246
H -1.13679 -0.53725 1.59579 0.181
H 1.38634 -2.75050 2.36181 -0.332
H 1.43758 -2.53513 -0.34962 -0.369
H 1.27486 2.30340 1.82060 0.324
H 0.49886 1.07178 2.59909 0.412
H 2.80073 0.59491 -0.57342 0.479
Sr 0.59616 2.07217 -0.55911 1.810
```

Entry 3:
# C36H73BN6RhSi4Te

A structure of composition C36H73BN6RhSi4Te (the ωB97M-V functional and the def2-TZVPD basis, the OMol25 dataset).

The frontier orbital gap (alpha / beta) is 6.8 / 6.8 eV. The value obtained for the HOMO energy (alpha / beta) is -0.360 / -0.360 Eh. For the calculated total energy, the calculation gives -3305.50408 Ha. Its net charge is +1. The spin multiplicity is 1. The maximum force comes out at 0.55 eV/A.

```
122
Properties=species:S:1:pos:R:3:mulliken_charge:R:1
Rh -0.35970 0.52227 -0.11696 -2.096
C -3.27196 4.23255 0.29421 -1.584
C -2.75668 3.27022 -0.77652 1.701
C -3.07901 3.77810 -2.18246 -1.574
C -3.30623 1.89219 -0.56477 -0.491
C -4.63082 1.45175 -0.58657 -0.530
C -4.57954 0.09198 -0.32960 -0.164
C -5.72368 -0.87286 -0.23661 1.501
C -6.67111 -0.47083 0.89640 -1.637
C -6.47171 -0.94632 -1.56990 -1.667
N -3.28717 -0.25872 -0.16299 0.103
N -2.50858 0.86118 -0.31216 0.147
B -2.58518 -1.63453 0.15597 0.218
N -1.80389 -1.39827 1.48856 0.438
N -0.94415 -0.35699 1.49844 1.915
C -0.59209 -0.05235 2.74628 -1.224
C -1.20637 -0.97786 3.58328 -1.249
C -1.96668 -1.80289 2.77196 0.415
C -2.90780 -2.86696 3.26371 0.058
C -4.37487 -2.47743 3.06938 -1.364
C -2.60530 -4.25532 2.70843 -1.458
C 0.24543 1.15431 3.04869 2.247
C 0.37065 2.06502 1.82154 -0.899
C -0.33950 1.92520 4.23550 -1.657
N -1.61677 -1.90987 -1.04124 0.333
N -0.75897 -0.91478 -1.34146 1.886
C -0.23687 -1.09244 -2.55327 -1.042
C -0.73419 -2.29667 -3.04056 -1.202
C -1.60576 -2.78097 -2.08032 0.342
C -2.46883 -4.00161 -2.23049 0.101
C -2.23983 -5.04115 -1.13750 -1.409
C -3.95004 -3.65336 -2.39675 -1.341
C 0.62665 -0.03745 -3.17110 1.981
C 0.53821 1.25150 -2.35262 -1.172
C 0.19692 0.21568 -4.62034 -1.648
H -2.83415 5.22264 0.16421 0.466
H -4.35620 4.33407 0.22675 0.335
H -3.03391 3.87832 1.29847 0.333
H -1.66587 3.19793 -0.67786 -0.663
H -4.15782 3.86762 -2.31858 0.341
H -2.63801 4.76168 -2.34635 0.459
H -2.70400 3.09899 -2.95014 0.321
H -5.51480 2.04013 -0.76489 0.698
H -5.31853 -1.86085 -0.01467 -0.422
H -7.12434 0.49961 0.68849 0.365
H -7.47437 -1.20127 0.99677 0.442
H -6.15001 -0.40041 1.85091 0.307
H -6.92379 0.01770 -1.80810 0.361
H -5.80649 -1.21710 -2.38983 0.330
H -7.27015 -1.68682 -1.51665 0.448
H -3.35911 -2.52019 0.27393 -0.434
H -1.14476 -1.03305 4.65603 0.501
H -2.72169 -2.89613 4.34070 0.545
H -4.64564 -2.47761 2.01473 0.104
H -5.02003 -3.19329 3.57903 0.472
H -4.57877 -1.48612 3.47593 0.381
H -2.85094 -4.31235 1.65184 0.040
H -1.55437 -4.51752 2.83131 0.390
H -3.20631 -5.00087 3.22928 0.466
H 1.24889 0.80441 3.31698 -0.408
H -0.58841 2.10936 1.25603 0.370
H 0.50716 3.11343 2.08772 0.817
H 1.23548 1.79773 1.20573 -0.634
H -1.30696 2.36002 3.97673 0.345
H -0.48186 1.27985 5.10079 0.411
H 0.33370 2.73172 4.52569 0.446
H -0.52762 -2.75414 -3.99241 0.514
H -2.13371 -4.43912 -3.17485 0.555
H -2.62715 -4.69323 -0.18418 0.117
H -2.76029 -5.96508 -1.39033 0.473
H -1.18085 -5.26843 -1.01496 0.400
H -4.37099 -3.26266 -1.47154 0.092
H -4.09636 -2.90918 -3.18062 0.360
H -4.51300 -4.54667 -2.66770 0.478
H 1.66570 -0.38349 -3.17197 -0.278
H -0.51127 1.46121 -2.08320 0.464
H 1.23307 1.23403 -1.49523 -0.727
H 0.80163 2.14293 -2.92417 0.956
H -0.80938 0.63768 -4.65651 0.345
H 0.88245 0.91615 -5.09829 0.455
H 0.19656 -0.70380 -5.20352 0.398
C 6.44949 1.53060 2.50396 -1.142
Si 4.62660 1.10630 2.35659 0.742
C 4.25893 -0.37175 3.44881 -1.153
C 3.66605 2.60278 2.96689 -0.829
Si 4.07276 0.55350 0.13008 -0.398
Te 1.94131 -0.83047 0.29060 -0.125
Si 4.06040 2.45750 -1.23945 0.518
C 5.79335 3.17352 -1.15171 -1.154
C 3.69263 2.13374 -3.05474 -0.633
C 2.84439 3.75741 -0.63131 -0.586
Si 5.43337 -1.16061 -0.75448 0.727
C 7.24192 -0.66603 -0.75205 -1.110
C 4.88230 -1.47149 -2.52164 -0.866
C 5.20085 -2.71867 0.25907 -0.983
H 6.70453 1.72929 3.54797 0.393
H 6.70401 2.42217 1.92908 0.290
H 7.08887 0.71817 2.15959 0.262
H 4.47175 -0.13343 4.49407 0.472
H 4.88032 -1.22449 3.17063 0.316
H 3.21685 -0.68669 3.37239 0.196
H 3.91679 2.78759 4.01490 0.465
H 2.58259 2.48562 2.89954 -0.006
H 3.94091 3.49617 2.40401 0.305
H 6.54471 2.47060 -1.51295 0.272
H 6.07564 3.47365 -0.14208 0.268
H 5.83744 4.06230 -1.78685 0.394
H 4.34083 1.36671 -3.47663 0.252
H 3.87843 3.06197 -3.60234 0.468
H 2.65850 1.83973 -3.24594 -0.179
H 3.10808 4.13578 0.35617 0.284
H 1.81468 3.39366 -0.58475 -0.269
H 2.86425 4.60071 -1.32726 0.522
H 7.42219 0.19525 -1.39662 0.289
H 7.85073 -1.49242 -1.12718 0.414
H 7.60387 -0.41856 0.24537 0.284
H 5.16420 -0.64222 -3.17094 0.297
H 3.79806 -1.60207 -2.57379 0.061
H 5.34838 -2.37621 -2.91922 0.469
H 5.39973 -2.54946 1.31831 0.273
H 5.89439 -3.48726 -0.09114 0.421
H 4.18756 -3.11301 0.16544 0.263
```

Entry 4:
# C3H7ClN2

An isolated molecule of C3H7ClN2 in a non-equilibrium geometry (the ωB97M-V functional and the def2-TZVPD basis, the OMol25 dataset).

The frontier orbital gap is 9.8 eV. As for the SMILES: C/C(CCl)=N/N. The value obtained for the HOMO energy is -0.326 Eh. For the calculated total energy, the calculation gives -688.16893 Ha. The spin multiplicity is 1. The maximum force comes out at 2.36 eV/A. The value obtained for the energy above the lowest of the compared OMol25 structures with the same formula, charge and spin is 30.0 kcal per mole.

```
13
Properties=species:S:1:pos:R:3:nbo_charge:R:1
C 1.81529 0.69132 0.97556 -0.649
C 0.39766 0.60821 0.51320 0.190
C -0.40562 -0.67471 0.63130 -0.449
Cl -0.11238 -1.71346 -0.77858 -0.065
N -0.17236 1.65196 0.08307 -0.228
N -1.39636 1.48775 -0.48772 -0.659
H 1.93770 0.57849 2.08701 0.216
H 2.42835 -0.16292 0.53332 0.224
H 2.26134 1.62551 0.73832 0.237
H -0.09435 -1.20143 1.56047 0.231
H -1.43231 -0.35922 0.60606 0.237
H -1.48419 0.63702 -1.10366 0.348
H -1.56899 2.28445 -1.07357 0.369
```